1.
Molecular formula: C17H16FIN2O3S
Method: DFT, ωB97M-V/def2-TZVPD

The geometry in XYZ format:
```
41
Properties=species:S:1:pos:R:3
C 0.75830 4.49192 2.86243
S 2.44252 4.86816 3.49342
O 2.81581 4.19164 4.75543
O 2.43792 6.35240 3.46466
N 3.50948 4.38721 2.21880
C 3.59591 3.05020 1.82072
C 3.76860 2.14725 2.92392
C 3.58294 0.73377 2.79127
C 3.32225 0.14706 1.47720
C 2.98990 -1.31905 1.39032
N 1.77421 -1.39445 0.59334
C 0.51359 -1.61133 1.21927
O 0.38558 -1.82605 2.47538
C -0.62346 -1.72712 0.33933
C -0.84645 -1.37400 -0.99922
C -2.17653 -1.48088 -1.70666
C -3.41482 -1.31307 -0.97169
C -4.57864 -1.76143 -1.71039
C -4.69124 -2.01817 -3.11556
I -6.64208 -2.38712 -4.25914
C -3.46592 -2.02491 -3.83703
C -2.21990 -1.94410 -3.13214
C 3.24772 1.09656 0.40062
C 3.39716 2.46347 0.56825
F 2.93436 3.31694 -0.39020
H -0.00074 4.47327 3.61876
H 0.55842 5.43495 2.37651
H 0.81703 3.64975 2.24070
H 3.56972 5.07588 1.47973
H 4.01615 2.53067 3.87234
H 3.71579 0.02577 3.68585
H 3.74656 -1.83771 0.81252
H 2.93119 -1.79254 2.36519
H 1.89783 -1.66927 -0.40816
H -1.56075 -2.11794 0.80443
H -0.04718 -0.80074 -1.60898
H -3.46782 -1.07536 0.08045
H -5.47871 -1.75364 -1.15798
H -3.49060 -2.03653 -4.92855
H -1.29123 -2.19960 -3.64213
H 2.96338 0.72438 -0.56675
```

Results
* SMILES: CS(=O)(=O)Nc1ccc(CNC(=O)/C=C/c2ccc(I)cc2)cc1F
* LUMO energy: -0.0247 Eh
* HOMO-LUMO gap: 8.198 eV
* multiplicity: 1
* HOMO energy: -8.87 eV
* ΔE to the lowest compared entry with this formula, charge and spin: 4.131 eV

Listed below, in e, are the Löwdin charges computed for each atom:
1. C -0.087
2. S 0.722
3. O -0.323
4. O -0.354
5. N -0.064
6. C -0.244
7. C -0.012
8. C 0.009
9. C -0.171
10. C -0.153
11. N 0.040
12. C -0.418
13. O 0.015
14. C -0.018
15. C -0.033
16. C -0.192
17. C -0.007
18. C -0.120
19. C -0.556
20. I 0.657
21. C -0.154
22. C -0.014
23. C 0.034
24. C -0.212
25. F 0.046
26. H 0.066
27. H 0.057
28. H 0.039
29. H 0.121
30. H 0.076
31. H 0.135
32. H 0.122
33. H 0.119
34. H 0.152
35. H 0.121
36. H 0.131
37. H 0.104
38. H 0.070
39. H 0.088
40. H 0.099
41. H 0.109


2.
Molecular formula: C17H16FeO4S
Method: DFT, ωB97M-V/def2-TZVPD

The geometry in XYZ format:
```
39
Properties=species:S:1:pos:R:3
C 5.06309 -0.73197 0.67293
O 4.12484 -1.82349 0.69717
C 2.82087 -1.76975 0.25704
C 1.72693 -1.21543 1.03270
C 0.93312 -0.25168 0.16728
C 0.49747 -0.82283 -1.12558
C 1.04062 -2.06686 -1.41486
C 2.30940 -2.52023 -0.86396
Fe 1.57945 -3.28398 0.93787
C 0.20074 -2.97052 1.95938
O -0.81297 -2.91164 2.52972
C 2.63404 -3.91560 2.16109
O 2.86838 -4.54081 3.11967
C 0.93689 -4.75186 0.20306
O 0.30019 -5.72136 0.10568
H 5.86239 -1.04484 1.35486
H 5.47571 -0.62176 -0.34281
H 4.61751 0.21400 1.02378
H 1.94561 -0.84345 2.04653
H 0.07972 0.14025 0.75949
H 1.68095 0.53458 -0.09971
H -0.14928 -0.27373 -1.81813
H 0.58351 -2.79066 -2.10195
H 3.00420 -3.19581 -1.38490
C -5.37449 3.75958 -1.22343
C -3.99479 3.33916 -0.81224
C -2.89702 3.95533 -1.42998
C -1.60830 3.53514 -1.17565
C -1.39030 2.51978 -0.19859
S 0.19756 2.23267 0.16050
C -2.49384 1.94040 0.49376
C -3.77547 2.37870 0.18621
H -6.13951 3.21007 -0.67239
H -5.54124 4.83086 -1.05981
H -5.52356 3.57847 -2.29407
H -3.06702 4.77992 -2.11924
H -0.75205 3.96688 -1.69248
H -2.31731 1.16462 1.24021
H -4.64604 1.98787 0.72085
```

Results
* charge: +2
* LUMO energy (alpha / beta): -0.2420 / -0.3631 Eh
* HOMO-LUMO gap (alpha / beta): 8.725 / 5.803 eV
* multiplicity: 5
* HOMO energy (alpha / beta): -15.31 / -15.68 eV
* ⟨S²⟩: 6.09

Listed below, in e, are the Löwdin charges computed for each atom:
1. C -0.009
2. O -0.106
3. C -0.336
4. C -0.103
5. C -0.312
6. C -0.007
7. C -0.045
8. C -0.049
9. Fe 0.284
10. C -0.092
11. O 0.212
12. C -0.052
13. O 0.216
14. C -0.043
15. O 0.223
16. H 0.110
17. H 0.105
18. H 0.099
19. H 0.154
20. H 0.069
21. H 0.084
22. H 0.132
23. H 0.135
24. H 0.165
25. C -0.002
26. C -0.194
27. C 0.015
28. C -0.057
29. C -0.616
30. S 1.173
31. C -0.030
32. C 0.021
33. H 0.094
34. H 0.115
35. H 0.113
36. H 0.145
37. H 0.124
38. H 0.124
39. H 0.142